1.
Density functional theory data (ωB97M-V/def2-TZVPD) for 5 unconnected molecules or ions with the total composition C20H18Cl16N2O4S.

Results
Largest force on an atom (eV/Å): 1.86
SMILES: C#Cc1c(COO)c2c(c(N)c1[C@H](C)CCC)C(=O)N(S)C2=O.ClC(Cl)(Cl)Cl.ClC(Cl)(Cl)Cl.ClC(Cl)(Cl)Cl.ClC(Cl)(Cl)Cl
HOMO-LUMO gap (eV): 8.5413
E (a.u.): -8944.36600

Each line ends with the Löwdin charge.
Geometry (Å):
C  -0.594  3.654  3.165  0.158
C  -0.318  2.779  2.387  -0.100
C  -0.025  1.550  1.670  -0.154
C  1.327  1.342  1.293  -0.088
C  2.413  2.368  1.570  -0.105
O  2.510  3.235  0.427  -0.126
O  1.772  4.408  0.704  -0.031
C  1.619  0.176  0.620  -0.078
C  0.622  -0.784  0.341  -0.114
C  -0.703  -0.597  0.701  -0.261
N  -1.629  -1.617  0.323  0.069
C  -1.048  0.623  1.378  -0.115
C  -2.477  1.017  1.797  -0.263
C  -3.312  -0.118  2.448  -0.090
C  -3.251  1.418  0.475  -0.158
C  -3.197  2.920  0.122  -0.227
C  -1.825  3.433  -0.381  -0.099
C  1.303  -1.942  -0.375  -0.469
O  0.880  -3.043  -0.530  0.153
N  2.584  -1.425  -0.811  -0.293
S  2.304  -1.045  -2.495  0.856
C  2.930  -0.338  0.051  -0.403
O  4.030  0.062  0.292  0.151
H  -0.650  4.571  3.715  0.049
H  3.395  1.926  1.745  0.129
H  2.146  3.012  2.415  0.123
H  1.223  4.568  -0.077  0.099
H  -1.862  -2.222  1.107  0.015
H  -2.458  -1.167  -0.048  0.049
H  -2.468  1.839  2.517  0.117
H  -4.248  0.344  2.801  0.089
H  -3.615  -0.892  1.748  -0.038
H  -2.810  -0.528  3.333  0.058
H  -2.748  0.869  -0.338  0.108
H  -4.290  1.068  0.512  0.113
H  -3.547  3.482  0.999  0.107
H  -3.942  3.101  -0.665  0.100
H  -1.988  3.924  -1.352  0.071
H  -1.108  2.627  -0.582  0.071
H  -1.375  4.185  0.276  0.058
H  3.434  -0.479  -2.998  -0.204
C  6.476  -1.316  -4.575  -2.022
Cl  5.588  0.097  -3.980  0.544
Cl  7.038  -0.998  -6.222  0.511
Cl  7.862  -1.626  -3.525  0.539
Cl  5.408  -2.721  -4.571  0.508
C  -5.468  -3.743  1.588  -2.009
Cl  -6.442  -4.169  0.178  0.538
Cl  -6.355  -2.592  2.596  0.538
Cl  -5.111  -5.198  2.524  0.537
Cl  -3.950  -3.002  1.054  0.636
C  3.071  -3.110  -7.888  -2.043
Cl  2.801  -4.836  -8.160  0.526
Cl  4.798  -2.756  -8.027  0.494
Cl  2.177  -2.176  -9.095  0.524
Cl  2.506  -2.674  -6.269  0.498
C  0.122  -1.498  4.818  -1.995
Cl  -0.734  -0.109  5.507  0.539
Cl  0.521  -1.153  3.132  0.744
Cl  1.603  -1.793  5.741  0.535
Cl  -0.917  -2.930  4.895  0.531

***

2.
Density functional theory data (ωB97M-V/def2-TZVPD) for a molecular structure, C20H18Cl2FN3OS.

Results
Largest force on an atom (eV/Å): 19.50
HOMO-LUMO gap (eV): 8.3544
E (a.u.): -2430.28771

Each line ends with the Löwdin charge.
Geometry (Å):
C  2.877  2.327  -0.896  0.024
C  2.384  1.162  -0.274  -0.199
C  1.111  1.139  0.237  -0.024
C  1.003  -0.254  0.857  -0.016
N  2.135  -0.989  0.600  0.108
N  2.832  -0.061  0.098  -0.139
C  4.123  -0.476  -0.042  -0.192
C  4.851  -1.098  0.625  -0.164
C  6.124  -1.493  0.448  -0.146
C  6.868  -1.191  -0.632  -0.685
C  6.118  -0.199  -1.572  -0.040
C  4.762  0.091  -1.490  0.101
H  4.376  0.362  -2.272  -0.004
H  6.708  -0.044  -2.466  0.082
Cl  8.458  -1.644  -1.007  0.697
H  6.619  -2.143  1.409  0.181
H  4.375  -1.564  1.694  0.205
H  0.122  -0.783  1.484  0.132
C  -0.004  2.171  0.125  -0.485
O  -0.040  3.134  -0.348  0.221
N  -1.266  1.769  0.826  0.025
H  -1.355  1.051  1.659  0.153
C  -2.372  2.758  0.998  -0.210
C  -3.722  1.979  0.738  -0.191
H  -4.503  2.779  0.452  0.101
H  -3.741  1.067  1.169  0.000
S  -3.719  1.238  -1.189  0.873
C  -2.847  -0.049  -1.166  -0.609
C  -3.810  -1.257  -0.329  -0.072
C  -3.428  -1.672  0.932  -0.399
C  -4.240  -2.421  1.502  0.006
C  -5.402  -3.075  0.799  -0.028
C  -5.647  -2.632  -0.348  -0.241
C  -4.890  -1.896  -1.061  -0.623
Cl  -5.313  -1.380  -2.646  0.732
H  -6.505  -2.871  -0.829  0.096
H  -5.975  -3.744  1.275  0.075
H  -3.984  -2.789  2.825  0.219
F  -2.386  -1.091  1.504  0.072
H  -2.032  0.047  -0.559  0.006
H  -2.663  -0.547  -2.022  0.033
H  -2.297  3.520  0.469  0.022
H  -2.586  3.037  1.973  0.090
H  2.707  2.056  -2.034  0.173
H  3.766  2.523  -0.778  0.007
H  2.409  3.151  -0.740  0.035

***

3.
Density functional theory data (ωB97M-V/def2-TZVPD) for a single C20H18ClFN6OS molecule.

Results
Largest force on an atom (eV/Å): 3.26
SMILES: Cn1nnc(-c2c(F)cc(Cl)cc2-c2ccc3c(c2)SC[C@H]3NC(=O)C2(N)CC2)n1
HOMO-LUMO gap (eV): 8.4649
E (a.u.): -2134.90974

Each line ends with the Löwdin charge.
Geometry (Å):
O  1.274  -4.274  0.458  0.060
F  -0.648  6.111  -1.358  0.063
Cl  2.288  4.307  -5.023  0.691
N  -1.337  2.934  0.738  0.087
N  -1.587  3.216  1.990  0.055
N  0.024  4.618  1.310  0.171
S  2.777  0.390  2.980  0.958
C  0.619  -3.597  1.225  -0.393
C  -0.340  3.801  0.361  -0.349
C  0.759  5.146  -2.988  -0.032
C  1.517  0.361  -1.352  -0.006
C  1.928  1.648  0.672  -0.033
C  1.742  3.006  -2.685  -0.054
C  1.883  -0.835  -0.683  0.018
C  0.122  5.043  -1.748  -0.177
C  1.573  4.132  -3.456  -0.661
C  2.246  0.464  1.339  -0.507
C  0.265  3.877  -0.991  -0.047
C  1.527  1.618  -0.675  -0.156
C  1.153  2.859  -1.409  -0.098
C  2.221  -0.773  0.674  -0.221
N  -0.772  4.256  2.374  -0.183
N  1.182  -2.514  1.849  0.100
N  -1.639  -2.540  1.918  0.057
C  -0.737  4.935  3.687  -0.006
C  3.090  -1.425  2.794  -0.361
C  2.472  -1.941  1.515  -0.324
C  -1.694  -4.975  1.338  -0.075
C  -1.669  -4.203  0.053  -0.074
C  -0.926  -3.649  1.262  -0.391
H  0.634  6.042  -3.572  0.116
H  1.297  0.308  -2.389  0.097
H  2.001  2.600  1.202  0.115
H  2.420  2.215  -3.050  0.124
H  1.845  -1.799  -1.220  0.130
H  0.497  -1.831  2.126  0.114
H  -1.234  -2.308  2.870  0.107
H  -1.643  -1.722  1.319  0.079
H  -1.743  5.356  3.818  0.087
H  0.010  5.714  3.789  0.083
H  -0.571  4.193  4.488  0.088
H  4.140  -1.646  2.810  0.073
H  2.674  -1.904  3.695  0.085
H  3.139  -2.648  0.986  0.170
H  -1.136  -5.872  1.470  0.091
H  -2.657  -4.948  1.899  0.116
H  -2.554  -3.694  -0.278  0.099
H  -1.032  -4.654  -0.730  0.114

***

4.
Density functional theory data (ωB97M-V/def2-TZVPD) for a molecular structure, C20H18F6LaN10O5S5.

Results
Total charge: +1
Largest force on an atom (eV/Å): 3.39
ΔE to the lowest compared entry with this formula, charge and spin (kJ/mol): 80.3
HOMO-LUMO gap (eV): 8.0792
E (a.u.): -4318.30401

Each line ends with the Löwdin charge.
Geometry (Å):
La  -0.389  0.145  -0.524  1.860
S  2.875  1.563  6.900  1.046
N  1.667  0.606  6.406  -0.230
C  1.393  0.878  5.140  -0.300
C  0.277  0.283  4.443  -0.066
C  -0.754  -0.569  4.974  0.050
C  -1.766  -0.945  4.112  -0.013
C  -1.723  -0.507  2.767  -0.154
N  -0.777  0.185  2.181  0.020
C  0.194  0.626  3.097  -0.102
C  1.139  1.597  2.467  -0.127
N  1.005  1.784  1.122  -0.007
C  1.937  2.601  0.584  -0.126
C  3.062  3.088  1.245  -0.014
C  3.147  3.001  2.612  0.041
C  2.178  2.200  3.202  -0.100
C  2.333  1.762  4.535  -0.310
N  3.281  2.146  5.384  -0.186
H  -0.742  -0.829  5.997  0.111
H  -2.641  -1.508  4.492  0.129
H  -2.514  -0.849  2.105  0.092
H  1.806  2.881  -0.523  0.072
H  3.764  3.706  0.699  0.120
H  3.852  3.490  3.219  0.116
C  2.759  0.373  -5.191  -0.012
C  3.262  0.020  -3.822  -0.305
N  4.497  0.067  -3.356  0.155
N  4.327  -0.320  -2.011  0.048
C  3.061  -0.581  -1.714  -0.822
S  2.528  -1.141  -0.220  0.574
N  2.356  -0.460  -2.851  -0.065
N  0.918  -0.473  -2.940  0.021
H  3.475  0.075  -5.968  0.088
H  2.586  1.513  -5.231  0.112
H  1.808  -0.175  -5.394  0.082
H  5.153  -0.344  -1.445  0.156
H  0.617  0.335  -3.530  0.076
H  0.541  -1.369  -3.257  0.116
C  0.158  -4.644  -0.508  -0.153
S  -0.847  -3.274  0.357  0.959
C  -2.469  -3.939  0.107  -0.249
O  -0.689  -2.088  -0.699  -0.830
H  -0.410  -5.119  -1.363  0.088
H  0.308  -5.358  0.235  0.025
H  1.033  -4.055  -0.871  0.055
H  -2.581  -4.602  0.966  0.073
H  -2.494  -4.419  -0.857  0.059
H  -3.266  -3.230  0.247  0.060
N  1.385  2.591  -2.911  -0.017
C  0.734  2.089  -2.069  -0.385
F  -1.853  2.724  -0.448  0.042
C  -3.063  2.660  0.214  -0.623
F  -3.774  3.663  -0.278  0.177
F  -2.842  2.770  1.524  0.167
S  -3.890  1.054  -0.166  0.648
O  -2.863  0.099  0.255  -0.472
O  -5.111  1.083  0.582  -0.235
N  -4.317  0.862  -1.721  -0.274
S  -3.261  0.592  -2.879  0.688
O  -1.816  0.612  -2.429  -0.535
O  -3.575  1.425  -4.008  -0.222
C  -3.681  -1.268  -3.191  -0.575
F  -3.387  -2.082  -2.124  0.093
F  -2.924  -1.546  -4.252  0.136
F  -4.997  -1.452  -3.412  0.152

***

5.
Density functional theory data (ωB97M-V/def2-TZVPD) for a molecular structure, C20H18FeN2O2.

Results
Total charge: -4
Largest force on an atom (eV/Å): 2.39
HOMO-LUMO gap (alpha / beta) (eV): 2.3492 / 6.7599
E (a.u.): -2295.93614
Spin multiplicity: 5

Each line ends with the Löwdin charge.
Geometry (Å):
C  -1.514  -0.450  1.235  -0.120
N  -2.617  0.307  0.925  -0.406
O  -2.487  1.562  0.778  -0.093
O  -3.760  -0.215  0.747  -0.124
C  -1.669  -1.736  1.841  -0.194
C  -2.916  -2.407  1.823  -0.044
C  -3.073  -3.645  2.434  -0.161
C  -1.966  -4.278  3.031  -0.296
C  -2.063  -5.650  3.472  -0.592
N  -2.126  -6.762  3.833  0.025
C  -0.743  -3.585  3.152  -0.177
C  -0.595  -2.332  2.559  -0.069
H  -0.638  0.143  1.527  0.114
H  -3.747  -1.899  1.343  0.070
H  -4.049  -4.143  2.415  0.033
H  0.088  -4.079  3.681  0.035
H  0.344  -1.787  2.645  0.088
C  -0.476  -1.261  -1.719  -0.111
C  -0.246  -0.101  -0.834  -0.152
C  -0.092  1.225  -1.346  -0.264
C  -0.066  2.518  -0.602  -0.126
C  0.213  3.572  -1.546  -0.167
C  0.468  2.979  -2.846  -0.215
C  0.362  1.547  -2.726  -0.141
Fe  1.665  2.246  -1.434  -0.908
C  3.456  2.193  -2.271  -0.196
C  3.188  0.994  -1.471  -0.175
C  2.864  1.429  -0.107  -0.187
C  2.934  2.888  -0.070  -0.190
C  3.296  3.363  -1.403  -0.199
H  0.210  -2.053  -1.377  0.070
H  -1.498  -1.680  -1.703  0.075
H  -0.214  -0.959  -2.745  0.051
H  0.261  -0.341  0.160  0.093
H  -0.296  2.624  0.458  0.108
H  0.226  4.658  -1.337  0.073
H  0.690  3.502  -3.786  0.008
H  0.584  0.775  -3.475  0.093
H  3.775  2.205  -3.311  0.060
H  3.273  -0.037  -1.809  0.090
H  2.679  0.774  0.735  0.092
H  2.802  3.505  0.810  0.082
H  3.472  4.393  -1.687  0.045